This record from OMol25 describes 9 unconnected molecules or ions with the total composition C16H27Cl22NO. The level of theory is wB97M-V/def2-TZVPD.

Calculated values
- structure (SMILES) = ClC(Cl)(Cl)Cl.ClC(Cl)(Cl)Cl.ClC(Cl)(Cl)Cl.CN(C)C=O.ClCCCl.ClCCCl.ClCCCl.ClCCCl.ClCCCl
- Kohn-Sham gap (eV) = 9.16
- energy (eV) = -296059.091
- F_max (eV/Å) = 2.1
- lowest unoccupied orbital energy (eV) = -0.10

Each line ends with the Mulliken charge.
Positions of all 67 atoms, in Å:
Cl: 1.337 3.898 5.374  -0.06
C: 1.984 4.881 6.656  0.35
Cl: 2.507 6.539 6.068  -0.11
Cl: 0.700 5.281 7.852  -0.10
Cl: 3.379 4.158 7.501  -0.09
Cl: -3.850 8.112 -1.565  -0.11
C: -2.587 9.130 -0.855  0.39
Cl: -1.835 8.246 0.414  -0.08
Cl: -1.469 9.525 -2.108  -0.09
Cl: -3.352 10.574 -0.220  -0.11
Cl: -4.606 -3.754 2.451  -0.11
C: -4.381 -5.597 2.429  0.36
Cl: -5.836 -6.349 1.840  -0.08
Cl: -3.092 -5.884 1.258  -0.09
Cl: -3.891 -6.197 3.998  -0.08
C: -0.542 0.418 -0.478  -0.87
N: 0.047 1.217 -1.505  0.08
C: 1.331 0.691 -2.021  -0.94
C: -0.418 2.402 -1.875  0.24
O: -0.015 3.057 -2.838  -0.63
H: -1.370 0.847 0.088  0.32
H: 0.249 0.297 0.262  0.30
H: -0.828 -0.519 -0.956  0.29
H: 1.177 -0.262 -2.528  0.31
H: 1.825 1.409 -2.675  0.30
H: 2.059 0.571 -1.219  0.34
H: -1.287 2.670 -1.254  0.27
Cl: 3.970 -5.397 -2.703  -0.20
C: 5.575 -5.115 -1.944  -0.40
C: 5.700 -5.839 -0.667  -0.37
Cl: 6.900 -5.086 0.441  -0.20
H: 5.732 -4.049 -1.773  0.31
H: 6.244 -5.458 -2.733  0.27
H: 5.996 -6.864 -0.891  0.29
H: 4.704 -5.862 -0.225  0.30
Cl: -6.546 2.753 1.370  -0.18
C: -8.073 3.199 0.523  -0.37
C: -8.299 2.172 -0.564  -0.49
Cl: -7.117 2.300 -1.909  -0.18
H: -8.043 4.222 0.148  0.31
H: -8.945 3.266 1.174  0.29
H: -9.253 2.283 -1.079  0.30
H: -8.181 1.180 -0.127  0.32
Cl: 5.174 5.419 -1.025  -0.19
C: 6.519 5.929 -2.143  -0.43
C: 6.285 5.668 -3.672  -0.39
Cl: 7.193 6.742 -4.760  -0.19
H: 7.358 5.282 -1.886  0.28
H: 6.623 6.999 -1.960  0.32
H: 5.211 5.830 -3.770  0.28
H: 6.402 4.654 -4.054  0.32
Cl: 4.014 -6.904 5.091  -0.19
C: 4.447 -5.637 6.276  -0.39
C: 3.435 -4.448 6.109  -0.47
Cl: 3.339 -3.783 4.510  -0.16
H: 5.449 -5.272 6.050  0.30
H: 4.325 -6.106 7.252  0.29
H: 3.749 -3.688 6.825  0.30
H: 2.406 -4.651 6.407  0.32
Cl: -6.996 -4.541 -3.942  -0.20
C: -5.572 -5.321 -4.756  -0.47
C: -4.294 -4.421 -4.776  -0.33
Cl: -3.228 -5.009 -6.055  -0.19
H: -5.781 -5.641 -5.777  0.32
H: -5.303 -6.228 -4.214  0.30
H: -3.768 -4.533 -3.828  0.26
H: -4.586 -3.404 -5.036  0.30

This record from OMol25 describes 3 unconnected molecules or ions with the total composition C5H11Cl6O4P. The level of theory is wB97M-V/def2-TZVPD.

Calculated values
- structure (SMILES) = COP(=O)(OC)OC.ClC(Cl)Cl.ClC(Cl)Cl
- Kohn-Sham gap (eV) = 11.15
- energy (eV) = -97978.205
- F_max (eV/Å) = 3.1
- lowest unoccupied orbital energy (eV) = 0.52

Each line ends with the Mulliken charge.
Positions of all 27 atoms, in Å:
C: 10.345 7.713 4.639  -0.60
O: 11.540 6.885 4.648  -0.32
P: 12.459 6.882 5.955  1.09
O: 11.724 6.338 7.135  -0.69
O: 13.685 5.941 5.423  -0.34
C: 13.891 4.542 5.535  -0.55
O: 13.190 8.290 6.071  -0.34
C: 13.451 8.694 7.495  -0.62
H: 9.762 7.393 5.511  0.22
H: 9.819 7.509 3.777  0.26
H: 10.648 8.722 4.716  0.35
H: 14.345 4.234 4.531  0.22
H: 12.946 3.989 5.759  0.24
H: 14.626 4.320 6.275  0.26
H: 14.304 8.074 7.888  0.26
H: 12.474 8.604 7.914  0.36
H: 13.819 9.716 7.427  0.21
Cl: 4.642 6.462 5.107  -0.09
C: 5.617 7.922 5.321  -0.08
Cl: 6.420 8.389 3.807  -0.13
Cl: 6.881 7.724 6.553  -0.08
H: 5.044 8.787 5.501  0.38
Cl: 8.993 2.637 6.244  -0.16
C: 8.449 4.292 6.118  0.78
Cl: 7.375 4.702 7.503  -0.13
Cl: 7.811 4.618 4.562  -0.09
H: 9.350 4.818 6.237  -0.41

This record from OMol25 describes 2 unconnected molecules or ions with the total composition C5H7NO. The level of theory is wB97M-V/def2-TZVPD.

Calculated values
- Kohn-Sham gap (spin up / spin down) (eV) = 6.28 / 8.49
- energy (eV) = -8829.708
- F_max (eV/Å) = 3.5
- lowest unoccupied orbital energy (spin up / spin down) (eV) = -1.05 / 0.03

Each line ends with the Mulliken charge.
Positions of all 14 atoms, in Å:
C: 0.233 -0.580 0.070  -0.58
C: 0.909 1.924 -1.207  0.49
C: -0.327 -1.872 0.394  0.61
C: 1.514 2.550 -0.036  -0.86
C: -1.866 -2.086 0.208  -1.07
N: -0.025 -0.692 1.296  -0.43
O: 0.793 2.004 -2.367  -0.31
H: 0.377 -2.775 0.498  0.30
H: 1.772 3.605 -0.387  0.32
H: 2.412 2.022 0.231  0.31
H: 0.955 2.197 0.752  0.35
H: -2.371 -1.929 1.218  0.25
H: -2.065 -3.029 -0.127  0.35
H: -2.310 -1.341 -0.544  0.28